Density functional theory data (ωB97M-V with the def2-TZVPD basis set) for a molecular structure, C25H43Cl3N5O4SiY in a non-equilibrium geometry.

```
82
Properties=species:S:1:pos:R:3
C 2.540 2.546 1.247
C 1.968 3.207 0.033
H 3.360 1.862 0.964
H 1.770 1.984 1.783
H 2.934 3.303 1.946
C 2.700 4.168 -0.580
C 4.111 4.521 -0.209
H 2.286 4.794 -1.377
H 4.718 3.617 -0.032
H 4.175 5.166 0.683
H 4.612 5.077 -1.015
Y -0.573 0.310 1.485
Cl -2.734 -0.005 2.967
Cl -0.442 2.497 2.776
C -3.316 -0.203 -0.026
O -2.082 -0.542 0.009
N -4.137 -0.698 -0.927
C -3.675 -1.717 -1.872
C -5.527 -0.276 -0.964
H -3.784 0.502 0.679
H -3.360 -2.636 -1.356
H -2.840 -1.310 -2.469
H -4.541 -1.947 -2.493
H -5.964 -0.340 0.045
H -6.035 -0.933 -1.672
H -5.588 0.766 -1.303
H 3.784 -3.089 4.007
H 4.120 -0.766 0.945
C 3.567 -3.306 2.955
C 3.799 -1.815 0.964
N 3.144 -2.119 2.228
H 2.777 -4.064 2.938
C 2.120 -1.376 2.631
O 1.482 -0.588 1.886
H 3.140 -2.002 0.110
H 1.831 -1.485 3.687
H 4.467 -3.694 2.475
H 4.668 -2.466 0.894
O 0.229 1.439 -0.099
C 0.541 2.785 -0.372
C 0.965 3.551 -2.901
C 0.133 3.423 -1.766
H 1.978 3.145 -2.897
C 0.546 4.234 -4.054
H -0.086 3.278 0.383
C -1.110 4.061 -1.835
H 1.221 4.309 -4.900
C -0.704 4.838 -4.112
C -1.522 4.744 -2.978
H -1.758 4.038 -0.953
H -1.033 5.383 -4.996
H -2.485 5.244 -2.998
Si 0.839 0.275 -2.356
Cl 2.783 1.013 -2.159
C 0.946 0.402 -4.248
C -1.065 0.741 -2.573
C 1.056 -1.371 -1.531
H -0.016 0.270 -4.721
H 1.635 -0.403 -4.592
H 1.320 1.409 -4.547
H 1.179 -1.369 -0.451
H 1.996 -1.727 -2.004
H 0.244 -2.051 -1.786
H -1.173 1.649 -3.183
H -1.699 0.853 -1.693
H -1.483 -0.082 -3.165
C -1.310 -3.915 5.591
N -1.348 -3.802 4.140
C -1.881 -4.823 3.429
C -1.905 -4.738 2.078
C -1.411 -3.548 1.473
N -0.894 -2.530 2.159
C -0.824 -2.659 3.519
O -0.297 -1.775 4.241
N -1.453 -3.426 0.146
H -0.839 -3.026 6.008
H -0.740 -4.802 5.881
H -2.321 -4.028 5.997
H -2.222 -5.679 4.022
H -2.308 -5.537 1.465
H -1.830 -4.207 -0.426
H -1.370 -2.526 -0.278
```

Output
Charge: 0
ΔE to the lowest compared entry with this formula, charge and spin, kcal/mol: 46.7
E, Eh: -3261.82032
HOMO energy, eV: -7.5